DFT (ωB97M-V/def2-TZVPD) results for a molecular structure, C32H34BClF2GeIN5O4RuS.

LUMO energy (spin up / spin down) ... 1.85 / 1.63 eV
Total charge ... -1
HOMO energy (spin up / spin down) ... -4.416 / -4.968 eV
Frontier orbital gap (spin up / spin down) ... 6.3 / 6.6 eV
Spin multiplicity ... 2

Atoms and positions in Å:
Ru -0.2068 -0.2536 0.2162
Cl -5.2176 -5.1804 1.1669
C -3.9539 -4.1759 0.5319
C -2.8973 -4.7682 -0.1607
C -1.8967 -3.9743 -0.6665
C -1.9027 -2.5662 -0.5299
O -0.9769 -1.8654 -1.0756
C -2.9989 -1.9842 0.2174
C -3.0501 -0.6016 0.5175
O -2.2732 0.3002 0.0988
C -4.0103 -2.8236 0.7238
H -2.8763 -5.8390 -0.2938
H -1.0730 -4.4171 -1.2073
H -3.8365 -0.2849 1.2194
H -4.8352 -2.3824 1.2654
N 3.0271 -0.9138 5.0355
C 2.3825 -1.0404 3.8436
N 3.1006 -1.0635 2.7221
N 1.0905 -1.2285 3.9166
C 0.2829 -1.3224 2.9283
N -0.6075 -1.4071 2.1805
H 3.9487 -0.5154 5.0599
H 2.4426 -0.8080 5.8470
H 4.0497 -0.7302 2.7196
H 2.6400 -1.1258 1.8053
F 2.1572 2.3226 -0.5740
B 1.7191 1.8683 0.6217
F 2.7495 1.5116 1.4148
C 0.2663 1.7977 1.0061
Ge -0.8403 3.4135 0.6863
C -0.7973 4.5627 -0.9512
C 0.3479 4.7827 -1.7029
C 0.3143 5.5974 -2.8227
C -0.8668 6.2094 -3.2028
C -2.0102 6.0139 -2.4475
C -1.9697 5.2028 -1.3296
C -2.7232 3.4311 1.3635
C -3.7543 2.8173 0.6653
C -5.0638 2.9121 1.1028
C -5.3702 3.6407 2.2403
C -4.3528 4.2640 2.9419
C -3.0432 4.1585 2.5035
C 0.1470 4.5999 1.9968
C 0.3136 4.2160 3.3230
C 1.0836 4.9554 4.2018
C 1.7260 6.1011 3.7641
C 1.5796 6.4979 2.4472
C 0.7911 5.7579 1.5836
H 0.0960 1.5325 2.0594
H 1.2773 4.3162 -1.4110
H 1.2138 5.7575 -3.4019
H -0.8968 6.8374 -4.0822
H -2.9364 6.4949 -2.7325
H -2.8642 5.0441 -0.7443
H -3.5161 2.2731 -0.2329
H -5.8539 2.4207 0.5495
H -6.3959 3.7315 2.5740
H -4.5805 4.8401 3.8303
H -2.2586 4.6645 3.0495
H -0.1767 3.3174 3.6733
H 1.1902 4.6383 5.2310
H 2.3388 6.6773 4.4443
H 2.0848 7.3854 2.0907
H 0.6686 6.0824 0.5607
N 1.6912 -0.6603 -1.9648
C 2.1169 -1.5356 -0.9730
O 1.9074 -1.1707 0.2334
C 2.7628 -2.7102 -1.3301
I 5.3564 -1.7673 -1.9076
H 1.7779 0.3173 -1.7089
H 2.0006 -0.8758 -2.8989
H 2.7138 -3.0625 -2.3426
H 3.0355 -3.4199 -0.5715
C -0.0552 1.8301 -3.6217
S -1.0046 1.1801 -2.1660
C -2.0367 0.0236 -3.1447
O -1.8899 2.2974 -1.8324
H -0.7537 2.3077 -4.2999
H 0.4793 1.0181 -4.0993
H 0.6318 2.5725 -3.2305
H -1.4517 -0.8772 -3.2876
H -2.3423 0.4668 -4.0855
H -2.9048 -0.2052 -2.5366

Forces on the atoms, in the same order (eV/Å):
-0.0731 0.5331 -1.0751
-0.2998 -0.2747 0.1296
-0.3418 0.3175 0.1919
0.4605 0.5005 -0.2067
-0.2903 -0.6794 -0.1416
-0.0259 0.7600 -0.1477
-0.0114 -0.5089 0.8624
0.5213 -0.7002 -0.2352
0.6690 1.0716 -0.3370
-0.6310 -1.1704 1.2972
0.1981 0.0091 -0.0087
0.0183 -0.1019 0.0154
0.0969 0.0292 -0.0216
-0.2603 0.0983 -0.3030
-0.0649 -0.0029 0.1019
0.0924 0.0633 -0.0724
0.5390 -0.3012 -0.3256
-0.1418 0.1037 0.2117
0.0712 0.1190 0.9733
-0.5202 -0.0344 -0.3356
0.2474 0.4661 -0.9338
-0.0264 -0.0346 0.0222
0.0247 0.0920 -0.1041
-0.0202 -0.0319 0.0003
0.0467 0.0227 -0.0324
-0.0065 0.0290 -0.5819
-0.3674 -0.0186 0.6400
0.1010 -0.1178 0.1689
-0.5689 -0.6646 -0.0518
0.4993 0.3524 0.6652
0.0236 -0.4351 0.6199
0.1053 -0.0465 0.1336
0.1050 0.0692 -0.1390
0.0091 0.0625 -0.1376
-0.1253 0.1128 -0.0314
-0.0652 -0.0182 0.1403
0.6977 0.0013 -0.2968
-0.0705 -0.1202 -0.1367
-0.1722 -0.0475 -0.0614
-0.0811 0.0286 0.1080
-0.1520 0.0575 0.1335
0.2082 0.0807 0.0599
-0.3565 -0.2029 -0.3963
-0.0967 -0.1591 0.0435
0.0026 -0.0383 0.1935
0.1055 0.0990 0.0370
0.1355 0.1830 0.0726
-0.1159 0.0168 -0.2071
0.1721 0.5045 -0.0558
0.1306 -0.0589 -0.0106
0.0835 -0.0004 -0.0338
0.0112 0.0635 -0.0682
-0.0620 0.0277 -0.0170
-0.1420 0.0230 -0.0180
-0.0473 -0.0603 -0.1122
-0.0446 -0.0064 -0.0612
-0.0397 -0.0268 0.0199
0.0036 0.0178 0.0197
0.0022 0.0456 0.0552
-0.0011 -0.1326 0.1098
-0.0041 -0.0397 0.0649
0.0379 0.0324 0.0382
0.0216 0.0824 -0.0250
0.0664 0.1228 -0.0938
0.1500 -0.2836 0.1116
-0.0465 0.8216 -0.1979
-1.0196 0.4814 -0.2872
0.2319 -0.4316 -0.0808
-0.0607 -0.0148 0.0530
0.0807 -0.1240 -0.0532
0.2166 0.0372 0.0384
0.0190 0.0032 -0.1995
-0.0521 -0.0451 0.1653
-0.0249 -0.4616 0.9211
0.3168 -0.6989 -1.8083
0.5723 0.0237 0.5248
-0.7674 0.6267 0.5160
-0.2314 -0.0300 0.0329
0.1250 -0.1431 -0.1228
0.1225 0.0344 0.0427
0.0405 -0.2129 -0.0708
0.0666 0.2783 -0.0580
-0.0206 -0.0251 0.1589

=====

DFT (ωB97M-V/def2-TZVPD) results for a single C7H11NO molecule.

LUMO energy ... 0.81 eV
Total charge ... 0
HOMO energy ... -9.043 eV
Frontier orbital gap ... 9.9 eV

Atoms and positions in Å:
C -0.8103 0.0187 1.4997
C -0.8218 0.1855 0.0081
C -0.0038 1.2536 -0.6283
C 1.4725 0.9457 -0.2894
C 1.8781 -0.4960 0.1122
N 1.5462 -1.7398 0.0007
O 0.1028 -2.1365 -0.1234
C -0.5260 -1.0660 -0.7274
C -1.9945 -0.5392 -0.5875
H 0.1237 0.3046 1.8992
H -1.4217 0.7709 1.9180
H -1.1220 -1.0090 1.8730
H -0.2842 2.2538 -0.2192
H -0.1207 1.2481 -1.7118
H 1.7614 1.6312 0.6613
H 2.2704 1.1194 -0.9960
H 2.9106 -0.4389 0.3857
H -0.0953 -0.9090 -1.7329
H -2.3766 -0.3530 -1.5321
H -2.4889 -1.0439 0.1903

Forces on the atoms, in the same order (eV/Å):
-0.3145 -0.7362 0.1628
0.4624 -1.1996 -0.4212
0.3770 1.4721 0.4378
-0.1201 0.4551 3.4309
-0.6956 -0.5163 -1.1524
-1.4399 0.1960 1.4508
1.7772 0.8707 -0.1429
-0.8918 0.3115 -0.9177
3.0556 -1.1475 0.4665
1.4457 -0.2877 0.5099
-1.3514 0.6708 0.6049
0.5169 1.3658 -0.6187
0.3138 -0.4128 -0.5825
-0.3048 0.1159 0.0470
-0.4072 -1.6281 -2.0469
-0.2304 0.6948 -0.6873
0.8220 -0.3269 0.0371
-0.4269 0.0037 0.3909
-1.2339 0.5713 -1.2802
-1.3543 -0.4726 0.3112

=====

DFT (ωB97M-V/def2-TZVPD) results for 2 unconnected molecules or ions with the total composition C3H9N3O3.

LUMO energy ... 0.55 eV
Total charge ... 0
HOMO energy ... -9.148 eV
Frontier orbital gap ... 9.7 eV

Atoms and positions in Å:
N 0.6784 -1.9415 0.5392
O -0.0509 -0.9807 -0.2428
C -1.5384 -0.7675 0.1258
N -2.3196 -0.2375 -0.8887
O -2.0372 -1.6448 0.8169
H 0.1525 -2.0595 1.4060
H 0.6018 -2.7981 -0.0062
H -3.2443 -0.6369 -0.9669
H -1.9743 0.5975 -1.3401
C 2.0193 1.0594 -0.6495
C 1.1290 0.9450 0.5531
N -0.2926 1.2037 0.3934
O 1.5439 0.9353 1.6963
H 2.4034 2.0746 -0.7659
H 1.5446 0.7280 -1.5750
H 2.8830 0.4133 -0.4741
H -0.5084 1.2968 1.3868
H -0.9901 1.8126 -0.0082

Forces on the atoms, in the same order (eV/Å):
-0.6705 0.2448 -0.4368
-1.6892 -0.3907 0.1027
0.5105 -5.3312 -2.0425
1.8420 0.9049 0.9397
0.9746 2.0403 0.6025
0.0142 -0.1627 -0.1153
-0.1990 -0.1183 0.3433
0.2082 0.5111 0.0228
-0.6443 -0.4364 -0.3033
0.2616 -1.0456 -0.2467
-0.4604 3.0287 -0.1664
-0.2481 0.9009 3.3939
-0.3503 -0.9140 -1.1523
-0.2743 0.0436 0.2028
-0.0979 0.1546 0.1805
-0.0606 0.0767 -0.0227
-0.3982 -0.1130 -0.0208
1.2817 0.6062 -1.2816

=====

DFT (ωB97M-V/def2-TZVPD) results for 10 unconnected molecules or ions with the total composition C10H40O10.

LUMO energy (spin up / spin down) ... 2.44 / 2.38 eV
Total charge ... -1
HOMO energy (spin up / spin down) ... 0.427 / -7.238 eV
Frontier orbital gap (spin up / spin down) ... 2.0 / 9.6 eV
Spin multiplicity ... 2

Atoms and positions in Å:
C -29.5253 27.9632 7.8423
O -29.1199 28.2852 6.5176
H -30.3468 27.2487 7.8937
H -28.6330 27.6639 8.3922
H -29.8849 28.9052 8.2564
H -29.0473 27.5328 5.9258
C -24.0277 26.2155 3.6649
O -23.0446 26.4383 2.6557
H -23.4222 26.1810 4.5706
H -24.7568 27.0257 3.6560
H -24.5279 25.2564 3.5307
H -22.2197 26.3172 3.1316
C -27.7606 25.4577 3.8141
O -28.6356 25.7622 4.8503
H -26.9203 26.1515 3.8402
H -27.3667 24.4630 4.0226
H -28.1875 25.2622 2.8304
H -29.0349 24.9568 5.1872
C -28.5104 22.9269 0.7319
O -29.4468 22.0046 1.2297
H -28.9789 23.7697 0.2236
H -27.9448 23.4401 1.5095
H -27.8023 22.3153 0.1727
H -28.9300 21.4354 1.8046
C -32.1869 26.5940 5.0676
O -33.0434 27.1916 4.1410
H -31.6497 27.4049 5.5595
H -32.6880 26.0480 5.8668
H -31.5156 25.9514 4.4979
H -33.5628 26.5243 3.6866
C -24.9124 22.5541 2.1212
O -25.2501 21.4146 1.4027
H -25.5697 22.7160 2.9755
H -23.9420 22.3392 2.5686
H -24.8702 23.4033 1.4392
H -25.1307 20.6985 2.0308
C -29.2171 22.7868 6.1825
O -30.1306 23.5636 5.5802
H -29.5528 22.4782 7.1726
H -28.8620 21.9075 5.6451
H -28.3512 23.4307 6.3362
H -30.9422 23.0914 5.3805
C -26.0899 25.9740 -0.0677
O -26.4001 25.2207 -1.2438
H -25.4627 26.7966 -0.4113
H -26.9737 26.2629 0.5012
H -25.5355 25.2552 0.5357
H -26.7957 25.7880 -1.9096
C -27.4877 29.1792 3.9569
O -28.7675 29.8137 3.8107
H -27.5979 28.1419 4.2733
H -26.9563 29.0573 3.0131
H -26.7462 29.6101 4.6297
H -29.2629 29.6690 4.6201
C -30.5242 27.5877 1.8368
O -31.3512 28.1644 0.8301
H -31.0262 26.6877 2.1920
H -29.4805 27.4769 1.5427
H -30.5368 28.2470 2.7047
H -32.2126 28.3387 1.2162

Forces on the atoms, in the same order (eV/Å):
0.3716 0.5782 -0.6004
-0.3218 0.7313 -0.2157
0.1952 -0.2565 -0.0284
-0.2549 -0.3776 0.3425
-0.0166 -0.0368 0.1758
0.0367 -0.7914 0.1261
0.6945 -0.1061 0.0503
0.0972 -0.0135 -0.2938
-0.9362 0.0711 0.6554
0.0623 -0.0199 0.1846
-0.0847 -0.0150 -0.0645
0.1675 0.0651 -0.5636
0.8709 -1.5793 0.2483
-0.4881 1.4059 0.2848
-0.2132 0.0871 -0.4316
0.6266 -0.2037 0.1112
-0.4351 0.9397 -0.2104
-0.6301 -0.3045 -0.1255
0.6836 -0.0016 0.1312
-0.6547 0.2513 0.3421
-0.2329 -0.5648 -0.5907
0.1626 -0.1924 0.4901
0.2669 0.8182 -0.7022
-0.2016 -0.3058 0.2999
0.6327 -0.1494 0.0731
-1.1391 0.8448 -0.4969
0.2664 -0.0556 -0.1791
-0.2118 -0.2736 -0.1242
0.4146 -0.2014 0.6059
0.0581 -0.1622 0.0755
0.7590 0.1410 0.6642
-0.5983 -0.8329 -0.5948
-0.4516 0.3646 -0.1059
0.4841 0.7343 0.0306
-0.0062 -0.0268 0.2276
-0.2239 -0.4040 -0.1869
2.0531 -1.1534 1.8142
-1.7007 1.7683 -1.5123
0.0293 -0.2777 0.2668
-0.2015 -0.1335 -0.3508
0.3452 -0.1541 0.1806
-0.3199 -0.2480 -0.1872
0.2401 -0.8219 -0.8494
-0.3638 -0.2935 -0.0309
0.0122 0.3057 0.7774
-0.0667 0.3222 -0.1359
0.2129 0.4234 0.1503
-0.0684 0.1059 0.1244
-0.1404 -1.0362 -0.1386
1.3062 0.0691 -0.2196
-0.2543 -0.0129 0.2857
-0.4837 0.5692 -0.4670
-0.4414 0.6486 0.3189
0.0707 -0.1726 0.3479
-1.1806 0.5181 1.1425
0.4776 0.1084 -0.7799
0.6604 -0.5460 -0.1551
-0.3504 -0.2041 -0.4517
0.3338 0.1065 0.0997
0.0803 -0.0493 0.1656

=====

DFT (ωB97M-V/def2-TZVPD) results for 2 unconnected molecules or ions with the total composition C3H10N2O.

LUMO energy ... 0.50 eV
Total charge ... 0
HOMO energy ... -6.012 eV
Frontier orbital gap ... 6.5 eV

Atoms and positions in Å:
C -0.3760 -0.5107 0.5002
C -1.0199 0.6568 0.0113
C 0.5573 -1.3056 -0.3442
N 2.0532 1.3427 -0.1647
N -2.0107 -0.6770 0.0700
O 0.9444 1.4767 0.7200
H -0.3091 -0.6150 1.5732
H 2.0788 2.1731 -0.7614
H 2.8960 1.4150 0.4094
H -2.2365 -1.1718 -0.7844
H -2.7231 -0.7241 0.7890
H -0.8757 0.9574 -1.0153
H -1.3948 1.4021 0.6937
H 1.4832 -0.7111 -0.4070
H 0.1841 -1.4155 -1.3657
H 0.7488 -2.2932 0.0759

Forces on the atoms, in the same order (eV/Å):
-0.5004 -0.1814 -0.1223
-0.3211 -0.2581 -0.0013
-0.0091 -0.0042 -0.0263
-0.0355 0.0784 0.0569
0.6958 0.3270 0.1040
0.1310 -0.0629 -0.1918
-0.0341 0.0150 -0.0238
-0.0093 -0.0696 0.1353
-0.1078 0.0400 -0.0605
0.1120 0.0991 0.1269
0.1864 0.0439 -0.0997
0.0127 -0.0362 0.0091
0.0194 -0.0425 0.0046
-0.1062 -0.0289 0.0588
-0.0171 0.0286 0.0416
-0.0166 0.0517 -0.0114

=====

DFT (ωB97M-V/def2-TZVPD) results for a molecular structure, C14H25HgN6O5S.

LUMO energy (spin up / spin down) ... 4.85 / 4.85 eV
Total charge ... -2
HOMO energy (spin up / spin down) ... 0.626 / -2.330 eV
Frontier orbital gap (spin up / spin down) ... 4.2 / 7.2 eV
Spin multiplicity ... 2

Atoms and positions in Å:
Hg -0.6728 -0.6776 -0.0672
N 0.7616 -2.0569 -2.6317
C 2.0683 -1.5081 -2.9340
C 2.7501 -0.9548 -1.6900
N 2.0781 0.1513 -1.0167
C 2.0472 1.3271 -1.8682
C 1.5756 2.6302 -1.2249
N 0.3861 2.4525 -0.4227
C 2.6585 0.3757 0.2961
C 2.2749 -0.7080 1.2942
N 0.8506 -0.6718 1.6440
H 0.8158 -2.6633 -1.8039
H 0.4146 -2.6108 -3.4042
H 1.9709 -0.7280 -3.6987
H 2.7784 -2.2484 -3.3410
H 3.7760 -0.6438 -1.9805
H 2.8423 -1.7781 -0.9825
H 1.3853 1.1000 -2.7067
H 3.0521 1.5273 -2.2980
H 1.4648 3.3427 -2.0601
H 2.3648 3.0415 -0.5867
H -0.3982 2.1224 -0.9787
H 0.1174 3.2980 0.0610
H 2.3043 1.3340 0.6745
H 3.7643 0.4301 0.2389
H 2.9014 -0.5895 2.1870
H 2.4649 -1.7040 0.8966
H 0.6393 0.0660 2.3061
H 0.6322 -1.5948 2.0603
O -0.1460 -5.2037 0.6895
S 0.2583 -3.8069 0.7815
O 0.6598 -3.4277 2.1611
O 1.3770 -3.4931 -0.1552
O -0.9129 -2.9166 0.3929
N -4.6832 4.6620 1.9188
C -4.1349 3.6656 2.1721
C -3.4815 2.4730 2.5182
C -3.5121 1.9379 3.8673
C -2.8212 0.7697 4.1037
C -2.1170 0.1273 3.0915
N -2.1001 0.6277 1.7965
C -2.7543 1.7321 1.5551
H -4.0667 2.4440 4.6460
H -2.8256 0.3298 5.0962
H -1.6097 -0.8147 3.2508
H -2.7162 2.1000 0.5299
C -2.6483 -0.9323 -2.4489
C -1.7079 0.0576 -1.7923
O -1.5868 1.1662 -2.2863
H -3.3841 -0.4115 -3.0683
H -3.1267 -1.5698 -1.7059
H -2.0285 -1.5775 -3.0763

Forces on the atoms, in the same order (eV/Å):
0.1214 0.3693 -0.0572
-0.1020 0.0482 0.0313
0.0696 0.0242 -0.0402
0.0435 0.0131 0.0356
0.0518 -0.0335 -0.0144
-0.0175 -0.0095 -0.0506
0.0431 0.0070 -0.0303
-0.0165 0.0124 0.1530
0.0721 0.0039 0.0068
0.0365 0.0809 -0.0003
0.0942 -0.2813 -0.0137
0.0442 -0.0499 0.0013
0.0057 -0.0168 0.0080
0.0093 -0.0080 0.0000
-0.0177 -0.0072 0.0091
-0.0064 0.0194 0.0183
-0.0411 -0.0305 -0.0546
-0.0331 0.0212 0.0060
-0.0119 -0.0184 -0.0105
-0.0199 0.0204 0.0263
0.0168 -0.0455 0.0100
-0.0211 -0.0141 -0.1056
-0.0243 0.0220 -0.0498
-0.0433 -0.0261 0.0038
0.0091 -0.0085 -0.0103
-0.0280 0.0182 0.0221
-0.0294 -0.0306 0.0446
-0.1284 0.0553 -0.0909
-0.0076 -0.0355 0.1015
-0.0071 -0.0671 0.0047
-0.1137 0.2182 -0.0012
0.0642 0.0756 0.0389
0.0371 0.0493 -0.0623
-0.0055 -0.2702 -0.0184
-0.0152 0.0135 -0.0058
0.0328 -0.0282 -0.0003
-0.0048 0.0267 -0.0062
-0.0247 0.0262 0.0124
0.0248 -0.0189 -0.0015
-0.0423 0.0394 0.0165
-0.0120 -0.1187 0.0609
0.0682 0.0501 0.0007
0.0059 -0.0021 0.0048
0.0040 0.0019 0.0001
-0.0030 -0.0167 -0.0127
-0.0269 -0.0078 -0.0028
-0.0101 0.0634 -0.0689
-0.0928 -0.1414 0.0174
0.0213 0.0398 0.0391
0.0125 -0.0137 -0.0100
-0.0054 0.0144 0.0167
0.0236 -0.0337 0.0286

=====

DFT (ωB97M-V/def2-TZVPD) results for a single CH5N3S2 molecule.

LUMO energy ... 0.55 eV
Total charge ... 0
HOMO energy ... -8.786 eV
Frontier orbital gap ... 9.3 eV

Atoms and positions in Å:
C -0.3281 0.5257 -0.3790
N -1.3874 0.0042 1.9434
N 0.3228 1.0609 0.6923
N -0.2977 0.4728 1.9314
S 1.1824 -1.6972 -2.1705
S -0.0431 -1.3753 -0.5344
H -1.3285 0.5169 -0.1934
H -0.1429 0.8935 -1.3674
H 1.3022 0.9468 0.5285
H 0.4193 0.5805 2.6818
H 0.3011 -1.9287 -3.1328

Forces on the atoms, in the same order (eV/Å):
0.8592 -2.2650 -2.0537
1.1522 0.3843 0.6903
0.0423 1.1447 0.2386
0.2108 -0.2879 -0.2344
0.3994 0.3957 0.6565
-0.0045 0.1169 -0.2779
-2.9153 0.2078 0.2773
0.4977 0.6384 -0.2286
0.9473 -0.2649 1.1281
-0.6651 -0.0571 0.0146
-0.5238 -0.0129 -0.2106

=====

It is found that the E_tot values, taken in the order of the records, are -146048.236; -10970.432; -13866.428; -31487.548; -8295.510; -49112.181; -27255.468 eV.
It is found that the relative energy (zero: lowest compared OMol25 entry of this formula, charge and spin) values, taken in the order of the records, are 82.44; 111.71; 106.68; 34.71; 138.23; 1.91; 61.05 kcal per mole.